[1]
13
Properties=species:S:1:pos:R:3:forces:R:3 method="wB97M-V/def2-TZVPD" e_tot_ev=-7790.9238 de_lowest_ev=8.721 lumo_energy_ev="-1.168 / 0.328" gap_ev="7.44 / 9.23" mol_weight_g_mol=85.11 multiplicity=1 homo_energy_ev="-8.604 / -8.903"
H 2.643 0.704 -0.799 0.5342 0.9559 1.0928
C -0.772 -1.426 1.363 -1.5707 -2.3363 -1.8294
O -1.015 -0.760 0.107 0.4559 1.3685 -0.5675
C -0.959 1.314 -0.775 -0.8819 3.3828 -2.2155
C -1.233 2.323 -1.470 0.9770 -4.4190 3.1098
H -1.714 -2.160 1.488 2.2092 1.8183 0.0859
H -1.342 3.057 -2.146 -0.4400 2.0196 -1.9310
H 0.164 -2.033 1.321 -0.6842 0.5195 0.0854
H -0.722 -0.600 1.993 0.0456 0.6194 2.1175
N -0.555 0.615 0.205 -0.3803 -2.9192 1.1386
H 1.810 -0.604 -1.370 -0.5144 -0.8143 0.6935
C 2.097 -0.134 -0.430 -0.1975 -0.3866 -1.5772
H 1.598 -0.298 0.513 0.4473 0.1913 -0.2029



[2]
13
Properties=species:S:1:pos:R:3:forces:R:3 method="wB97M-V/def2-TZVPD" e_tot_ev=-21776.6959 de_lowest_ev=2.741 lumo_energy_ev=0.537 gap_ev=9.49 mol_weight_g_mol=132.55 smiles="N=C=CCl.CN=C=O" multiplicity=1 homo_energy_ev=-8.957
H -3.107 0.063 -0.568 0.4577 0.2865 -0.6028
C 1.082 0.929 -0.180 -3.1632 1.6234 -0.8775
Cl 0.982 1.636 -1.762 0.1097 -0.1274 0.0732
H -1.630 1.156 -0.711 -0.0452 -0.5908 -0.4074
N 2.946 -0.288 0.862 -0.3097 3.4011 -0.0528
N -1.362 -0.917 -0.118 -0.7213 1.0577 0.3202
C -2.115 0.328 -0.182 -0.3325 -1.1499 -1.2334
H 0.148 0.929 0.405 0.8554 0.5230 -0.3033
O 0.632 -2.100 0.159 1.2646 -1.0361 0.6420
C -0.313 -1.433 0.107 -1.3199 0.2298 -1.0411
C 2.023 0.202 0.251 2.8572 -1.2916 1.3424
H 3.093 -1.218 0.991 0.3000 -3.3397 -0.0913
H -2.380 0.714 0.745 0.0471 0.4140 2.2318



[3]
23
Properties=species:S:1:pos:R:3:forces:R:3 method="wB97M-V/def2-TZVPD" e_tot_ev=-21857.6191 de_lowest_ev=7.461 lumo_energy_ev="-0.507 / -0.528" gap_ev="7.97 / 7.97" mol_weight_g_mol=164.14 multiplicity=1 homo_energy_ev="-8.480 / -8.494"
H -0.770 -1.441 2.089 0.3289 1.1941 -0.7151
H -5.114 -0.264 -0.360 -1.6556 -0.4015 -0.2231
H -0.120 -0.585 -0.946 0.7367 0.4709 0.8403
H 4.090 1.128 0.082 -0.1921 -0.5468 1.3287
H 3.253 -0.207 1.135 0.5956 -0.4956 1.2904
O -2.015 0.225 -0.773 3.0786 0.1232 1.3121
H 4.417 -1.387 -0.465 2.8389 -1.8713 0.8691
H -3.676 1.335 -0.775 -0.3239 1.0371 -0.5649
H -3.803 -1.152 -1.194 0.1332 -1.7964 -2.5641
C -4.170 -0.727 -0.347 1.2767 4.1318 0.6432
H 3.066 -1.291 -1.212 -2.1715 -0.8402 -0.7796
H 4.264 -0.208 -1.829 -0.0448 -0.1979 0.9807
H 1.624 1.689 1.498 -0.1749 -0.6441 0.6371
C 3.416 0.250 0.200 0.0773 1.6536 -2.9743
C -3.239 0.530 -0.243 -1.7486 -0.7744 2.8980
C 1.230 1.044 0.715 -1.0302 0.9557 0.0840
H -3.221 0.789 0.884 0.3185 0.0317 -1.6355
P -0.596 0.148 0.193 -1.9905 -1.0416 -1.9525
C 3.844 -0.679 -0.914 -0.1477 1.7482 -0.4480
O 0.038 1.649 0.185 1.0237 -1.0964 -0.5220
O 2.146 0.742 -0.227 -1.8056 0.3522 -0.2181
H -3.950 -1.237 0.511 0.0349 -1.9425 1.9856
C -0.712 -0.349 1.795 0.8424 -0.0498 -0.2719



[4]
10
Properties=species:S:1:pos:R:3:forces:R:3 method="wB97M-V/def2-TZVPD" e_tot_ev=-6159.6696 total_charge=+1 de_lowest_ev=6.223 lumo_energy_ev=-5.882 gap_ev=9.98 mol_weight_g_mol=69.09 multiplicity=1 homo_energy_ev=-15.861
H -1.014 0.412 -1.906 -1.2652 0.6284 -1.1008
H -1.665 -0.283 0.255 0.9225 -0.2635 -0.2660
N -0.659 -0.405 0.020 0.3700 -0.0876 -0.1214
N 0.804 1.012 0.882 0.8133 0.2530 -1.6080
H 0.745 -0.133 -1.855 -0.8024 0.7382 0.6644
C 0.440 -0.403 1.103 -1.2633 1.4396 1.0237
H 1.188 -1.095 0.803 1.0328 -0.2884 -0.3782
C 0.028 1.008 -0.117 0.6983 0.0723 1.2002
H 0.260 -0.495 2.177 -1.2006 -0.7368 -0.3802
C -0.127 0.381 -1.363 0.6946 -1.7551 0.9662



[5]
176
Properties=species:S:1:pos:R:3:forces:R:3 method="wB97M-V/def2-TZVPD" e_tot_ev=-107332.0843 lumo_energy_ev=0.416 gap_ev=9.35 mol_weight_g_mol=1059.40 smiles="O=S1(=O)CCCC1.COCCOCCOC.COCCOCCOC.COCCOCCOC.COCCOCCOC.COCCOCCOC.COCCOCCOC.COCCOCCOC" multiplicity=1 homo_energy_ev=-8.933
C 7.846 -5.412 4.302 0.0494 -0.5726 -0.3237
C 3.490 -3.970 -0.040 0.3268 0.7310 0.6779
C 2.503 0.643 -5.046 2.3308 0.4884 -0.1724
H 3.103 1.100 2.443 -0.5444 -0.1913 -0.3227
O -2.728 2.595 2.022 -1.0801 0.2743 1.4399
H -4.724 3.938 -6.427 -0.3264 0.4961 0.3525
C 5.505 1.114 -0.064 0.2054 -1.1725 -0.4041
H -2.167 0.213 -1.383 0.2028 0.1047 -0.3866
C -4.822 -2.530 1.199 -0.3746 0.4037 -0.3232
C -2.129 3.883 2.216 -0.4601 -0.1174 -0.7414
H 8.497 -5.191 6.953 0.0037 -0.1017 0.5952
H 7.398 -4.285 0.464 -0.3897 -0.5389 -0.1238
O 4.109 1.111 4.175 0.4237 -0.4227 -0.1072
C -1.384 0.360 -5.084 -0.6399 -0.2374 -0.5649
H -2.942 4.580 2.012 -0.0702 0.6233 0.3893
O 2.393 2.974 -5.899 -0.4842 -0.3981 0.3321
H -1.972 1.664 -0.431 0.2035 -0.1255 0.4157
H -1.495 4.002 1.338 0.6971 -0.0838 0.4099
H 0.056 4.171 5.730 0.0487 0.2666 -0.0932
H -5.450 -3.410 4.283 0.3944 -0.0273 -0.1675
C 0.786 -2.660 -2.524 1.4500 0.5453 -0.0845
H -2.387 -0.015 -5.285 -0.2315 -0.2881 -0.2033
O 6.876 -4.087 2.489 0.4324 0.8447 -0.6120
O -4.861 -3.334 2.311 -0.8719 -2.2544 1.3518
H 5.907 0.702 -2.644 0.4352 -0.6239 -0.8344
C 5.094 0.147 -2.175 -0.5366 1.3410 -1.0350
O 3.177 -3.925 6.103 0.8870 1.0049 0.3896
H 2.669 -0.373 -5.404 -0.1947 -0.2291 -0.3126
C 3.089 0.550 3.384 -1.1012 -0.5950 0.1568
H -2.309 2.244 -4.712 -0.2749 0.1733 -0.2821
C 2.556 1.587 -6.308 -0.8175 1.2250 1.0201
H 3.448 1.540 -6.932 0.4758 -0.4960 0.4456
C -4.787 1.326 2.322 -0.4314 2.1967 0.9683
H 1.564 0.632 -4.491 -0.1115 0.4743 -0.1232
H -2.929 -3.041 0.405 0.3980 -0.2227 0.0946
O 0.005 -2.009 -3.518 0.1623 -0.6328 -1.1199
H -0.495 1.463 1.693 -0.0104 -0.1258 0.2341
H 2.141 0.661 3.912 -0.3847 0.3974 -0.0293
H 1.850 -2.568 -2.740 0.3274 0.2581 -0.4684
H -2.167 -2.240 -1.937 0.2487 -0.6162 0.8376
H 0.097 1.974 -1.702 -0.1782 -0.1102 -0.1992
C 5.603 -3.083 0.640 -0.0654 -1.2570 -0.4547
C -6.484 1.523 4.082 0.7820 0.4340 -1.0494
H -5.819 -2.420 0.773 -0.2771 0.5453 0.0001
O -2.223 3.660 -2.477 -0.4618 0.4967 -0.5515
C 4.458 -3.561 5.507 -1.8529 0.0409 -0.5448
H -4.464 3.295 3.081 0.2796 0.4593 -0.2440
H 0.134 0.205 -2.061 0.2270 0.0866 -0.0505
H 3.146 4.098 -7.428 0.0752 0.4263 -0.1765
H 0.274 -0.120 2.157 -0.0960 -0.0073 -0.1623
H 4.698 2.906 4.919 0.4102 -0.2190 -0.1878
H -5.114 4.953 -0.977 0.4916 -0.1334 0.4573
H -4.117 2.654 -3.690 0.0401 -0.2440 -0.0403
H -5.453 1.966 1.744 -0.2680 -0.4364 -0.8545
H 5.757 -2.573 -0.310 0.1765 0.0504 -0.3469
H 8.957 -4.136 2.862 -0.0335 0.5081 0.5135
H 2.258 -4.510 7.848 0.2431 -0.1517 -0.0288
H 8.742 -5.988 4.533 0.4966 0.0080 0.0715
H -0.807 4.236 -6.656 0.0401 0.0913 0.1499
O -0.419 3.324 3.872 -1.0270 -1.0246 1.7779
O 1.897 -0.506 -0.043 -0.3734 2.2848 -0.4425
C 3.238 -4.579 7.376 0.9259 -0.5018 -1.6770
H 0.703 -3.737 -2.381 -1.0230 -0.1099 -0.1714
H 5.260 1.914 0.635 -0.0330 0.3337 -0.6688
H 3.930 3.035 3.341 -0.2036 -0.1472 -0.2640
O 4.794 -4.257 0.426 0.5003 0.5535 0.2346
C -5.496 3.224 -6.711 1.5515 -0.9444 -0.2337
H -7.201 1.971 3.394 -0.4571 -0.2172 -0.0643
H 6.885 -4.431 7.273 0.3277 0.3711 -0.1343
O -5.655 2.219 -5.706 -1.1902 1.0766 0.4454
H 4.061 -4.279 8.025 -0.1569 0.8506 0.1741
H -2.563 3.867 -6.343 0.0660 0.5787 0.3563
H -1.941 3.668 -7.936 0.3447 0.2444 -0.1350
H -8.861 -1.248 5.879 0.2383 -0.2608 -0.0802
H -2.333 4.311 4.279 0.3737 -0.4919 0.6946
H 2.998 -0.274 -2.606 -0.0233 0.0060 0.4449
H -0.825 4.530 -3.699 -0.3524 0.1724 -0.1509
H -4.463 4.246 -4.255 -0.2688 0.2728 -0.3171
H -0.561 2.300 -4.781 0.2575 0.3617 -0.0008
H -7.569 -3.038 2.755 -0.1101 -0.4410 0.0057
C 3.916 2.489 4.285 0.4287 0.5488 1.0548
C -8.729 -1.583 4.850 0.0218 0.2964 -1.3565
H 1.338 -2.164 -5.226 0.6967 -0.0130 1.2059
H 6.541 1.083 -0.402 0.4024 0.7201 0.2022
C -1.633 4.839 -3.036 -0.3279 -0.1016 1.4642
H -6.378 3.730 -7.106 -0.3348 -0.2010 0.4413
H 5.055 -2.851 3.607 0.0166 0.3352 -0.1768
C -0.262 3.222 5.298 0.2807 -0.0243 0.3366
H 0.185 -3.464 -5.058 -0.0039 -0.3106 0.3799
C 8.066 -4.760 2.924 -1.2309 0.0521 -0.3965
H 5.025 -2.379 1.239 0.4230 -0.0257 0.5645
C -1.486 0.728 -0.706 0.9178 -0.2430 -0.3430
C -3.865 2.396 2.936 1.4944 -0.5897 -0.6952
O -1.424 2.242 -6.660 -0.0401 -1.1038 1.0025
H -2.707 4.336 -0.601 -0.0577 0.3537 0.1439
H 5.064 -4.438 5.281 0.0099 -0.2245 0.1571
H 0.035 -2.001 -6.913 0.2270 0.0984 -0.0155
S 1.196 0.811 0.045 -1.2011 0.0521 2.5330
C -0.086 0.971 -1.317 0.5863 0.3364 -0.1442
H -4.979 2.707 -7.519 -0.4094 -0.1447 -0.3132
H 4.087 -1.047 -3.709 0.3207 -0.2432 -0.1605
H -3.424 -1.787 -2.894 -0.6569 -0.0601 -0.0762
C -3.206 3.905 -1.469 -0.3080 0.0015 -0.0005
H -1.458 -2.107 -6.086 -0.4320 0.1283 0.3279
H -7.105 -1.366 2.859 0.2433 0.1765 -0.3027
C 3.316 -0.945 3.141 1.1186 0.4419 0.7931
C -0.176 0.475 1.362 1.4860 1.1500 -1.5987
H -9.589 -2.159 4.508 0.0322 -0.9008 0.4328
O 3.643 0.925 -4.155 -0.0654 -0.1088 0.1056
C -1.658 3.594 -6.886 -0.8939 -0.2048 -0.3880
C -4.923 3.383 -3.774 1.4056 -0.1949 1.1806
C -3.216 -2.493 -2.091 -0.6711 0.9180 -0.2496
O -5.566 0.707 3.323 -0.1377 -0.9048 0.7899
H -4.403 5.559 -2.419 0.2407 0.0390 -0.3910
C -5.514 -2.738 3.426 0.3312 0.5253 0.1382
C -6.079 2.800 -4.445 -0.4950 -0.4540 -1.6373
H -1.139 2.905 5.862 -0.7078 0.1712 -0.5044
H 5.424 0.203 0.528 -0.3187 -0.4441 0.1498
O 7.539 -4.522 5.335 -0.3999 1.1381 -0.4947
H -0.962 5.159 3.519 -0.7257 0.6754 -0.1928
H 5.491 -0.749 -1.697 -0.2623 -0.5010 -0.3028
H 4.219 -0.857 2.537 0.5273 -0.9354 -0.1206
C -1.444 1.890 -5.271 1.4314 -0.9444 -0.4152
O 3.516 -1.597 4.382 1.1470 -0.8458 -0.1752
O -0.457 -0.289 -5.952 0.4401 0.1720 0.0410
H 1.470 3.632 -7.667 -0.2937 -0.0268 -0.0130
O -4.106 -2.199 -1.002 0.4059 0.0879 -1.2365
O 1.845 2.125 0.346 -0.7416 -2.7735 -1.1045
O -5.381 3.729 -2.489 -0.2187 0.6067 -0.0215
H 3.478 -3.869 -1.126 -0.2714 -0.6866 -0.2269
H 3.425 -3.546 3.620 -0.1624 -0.1033 -0.1256
C -3.964 -3.082 0.065 1.0504 0.4889 1.3837
H -3.459 2.136 3.913 -0.0931 -0.4059 0.1169
C -0.447 -1.716 -5.978 -1.2839 0.8432 0.2136
C 4.118 -2.902 4.162 -0.0531 0.5632 1.2470
H 3.026 2.727 4.867 -0.6054 -0.0478 -0.3268
H -2.377 5.528 -3.435 -0.0393 -0.3167 -0.8118
H 3.555 -5.581 7.086 -0.5817 -0.7495 0.6312
C -1.176 -0.201 0.441 -0.0091 0.1462 2.0686
H 2.593 -1.593 2.645 -0.5411 0.9629 -0.7687
H -6.531 2.040 -3.808 0.1434 -0.2135 -0.2337
H 0.453 2.475 5.644 0.4605 -0.0352 -0.9396
H -8.855 -0.742 4.168 0.4561 0.7164 0.0987
H 1.728 1.339 -6.973 -0.3408 -0.3046 0.1000
H -3.550 2.907 -1.197 0.0620 -0.0110 0.2031
H -3.384 -3.500 -2.472 0.2728 -0.1332 0.1218
H -4.161 -4.128 -0.173 -0.4807 -0.0886 -0.1374
O 4.676 1.052 -1.205 -1.3539 0.9075 1.4460
C -4.532 4.642 -1.844 0.5426 -0.5593 0.3005
C -1.497 4.212 3.586 0.7805 -0.0628 -1.8680
H 0.733 -2.108 -1.586 -0.6483 -0.1571 0.0255
H -4.234 0.647 1.674 -0.2621 -0.3476 0.4203
C 6.978 -3.544 1.143 -0.5600 -0.2105 0.9517
H -4.441 -1.622 1.667 0.1301 0.9925 -1.2587
H -5.038 -1.776 3.616 0.6135 -0.0409 0.4792
H -6.965 0.948 4.873 0.1481 -0.3065 -0.4123
H 7.051 -6.158 4.309 -0.2971 -0.1503 -0.6732
H 6.969 -6.043 6.715 -0.0843 -0.3600 -0.6189
H -6.010 2.387 4.548 0.4298 -0.0839 0.2073
H 3.138 -2.994 0.295 0.0717 0.3271 0.3348
C 0.332 -2.399 -4.878 0.0215 0.2674 0.0179
H -0.611 -1.086 0.150 -0.7518 -0.4710 -0.4895
H -6.812 3.599 -4.560 -0.3597 -0.0827 -0.4247
H 5.033 -2.872 6.126 -0.0890 0.0535 0.2277
H -1.176 0.108 -4.044 0.1406 0.2357 0.1868
C 7.467 -5.079 6.617 0.4680 -0.0793 0.2327
H 7.712 -2.744 1.051 -0.0649 0.5217 0.5611
C 3.916 -0.114 -3.173 -0.3187 0.1959 -0.3214
H -2.046 -0.432 1.056 -0.1870 -0.4145 -0.2895
C 2.192 3.962 -6.920 0.6192 -1.4383 0.3918
H 8.230 -5.496 2.137 0.2737 -0.8243 0.3671
H -1.233 5.424 -2.208 0.5853 0.0542 0.1690
H 1.855 4.876 -6.430 0.1178 -0.0939 -0.0540
H 2.827 -4.685 0.447 -0.1068 -0.2898 -0.7533
C -6.970 -2.337 3.335 -1.4846 0.3466 -0.4973
O -7.469 -2.199 4.661 0.1788 -0.3862 0.7394



[6]
13
Properties=species:S:1:pos:R:3:forces:R:3 method="wB97M-V/def2-TZVPD" e_tot_ev=-14207.9436 de_lowest_ev=4.486 lumo_energy_ev=0.657 gap_ev=10.49 mol_weight_g_mol=125.07 smiles=[O-][N+]#CCO.FCF multiplicity=1 homo_energy_ev=-9.833
C -1.246 0.658 -0.074 -0.1949 1.1388 -0.2936
H 1.219 1.773 -0.368 1.9765 -0.3509 -0.1217
H 3.177 1.294 -0.632 -2.1862 -0.2488 0.7251
F 2.019 0.500 0.907 0.5041 -0.3768 0.3792
H -0.432 -0.867 -1.199 -0.4701 -0.6296 1.1367
H -0.425 -1.157 0.746 -0.4155 0.9058 -2.3431
N -1.847 1.655 -0.082 1.4534 -1.4167 0.9993
C -0.970 -0.754 -0.224 -0.4167 -1.1471 1.5087
O -2.300 2.722 0.173 -0.9211 1.3904 -0.3690
F 1.661 0.070 -1.196 0.0424 -1.4029 -1.0245
H -2.887 -0.864 0.206 -0.9032 0.8665 0.6997
C 2.077 1.001 -0.346 -0.1888 2.4764 0.0226
O -2.263 -1.415 -0.221 1.7203 -1.2052 -1.3192